Entry from OMol25: 2 unconnected molecules or ions with the total composition CH7N5O (the ωB97M-V functional and the def2-TZVPD basis).

The geometry in ORCA input format:
```
! wB97M-V def2-TZVPD RIJCOSX def2/J DEFGRID3
* xyz 0 1
O 2.423 0.684 0.483
N -1.693 -1.286 0.217
N 2.728 -1.228 -0.639
N 0.121 1.891 0.120
N 1.953 -0.329 -0.317
N -1.041 -0.166 -0.239
C -0.631 0.839 0.479
H -1.606 -1.267 1.273
H -1.050 0.983 1.554
H -0.782 -0.184 -1.199
H -1.363 -2.152 -0.207
H 3.740 -0.999 -0.531
H 1.593 1.353 0.492
H 0.396 1.809 -0.865
*
```

Calculated values
SMILES ... [H]/N=C\NN.[H]/N=N\O
Energy relative to the best compared isomer or geometry (same formula, charge and spin) ... 216.6 kJ/mol
HOMO ... -8.55 eV

Here are the Löwdin charges for atoms 1 to 8, given in e: -0.10, 0.02, 0.04, -0.01, -0.19, -0.09, -0.31, 0.12